{
  "formula": "C12H16N2O",
  "method": "ωB97M-V/def2-TZVPD",
  "species": ["O", "N", "N", "C", "C", "C", "C", "C", "C", "C", "C", "C", "C", "C", "C", "H", "H", "H", "H", "H", "H", "H", "H", "H", "H", "H", "H", "H", "H", "H", "H"],
  "positions_angstrom": [[3.683, -0.381, -0.097], [-0.917, -0.701, -3.354], [-1.668, 1.358, -3.243], [1.553, 0.425, 0.335], [-1.190, -1.484, -0.999], [2.823, 0.069, 0.844], [-1.278, -0.443, -2.058], [-0.415, 1.325, 3.495], [0.539, 0.772, 1.206], [0.696, 0.905, 2.567], [3.026, 0.220, 2.220], [-2.164, -2.641, -1.300], [-1.783, 0.845, -1.981], [1.963, 0.595, 3.030], [-1.091, 0.418, -4.022], [-3.109, -2.237, -1.669], [-0.396, 1.091, 0.742], [4.455, -0.779, 0.261], [-2.373, -3.324, -0.477], [-1.725, -3.200, -2.132], [-1.751, 2.319, -3.522], [-1.348, -1.146, 0.023], [-0.161, 1.056, 4.520], [-0.533, 2.413, 3.556], [-0.156, -1.806, -1.113], [2.164, 0.786, 4.075], [-2.005, 1.395, -1.082], [4.016, 0.132, 2.653], [-1.378, 0.853, 3.308], [1.390, 0.579, -0.723], [-0.867, 0.586, -5.061]],
  "e_above_lowest_kj_mol": 114.4,
  "e_homo_ev": -8.338,
  "total_energy_ha": -651.60001
}

{
  "formula": "C12H16N2O",
  "method": "ωB97M-V/def2-TZVPD",
  "species": ["O", "N", "N", "C", "C", "C", "C", "C", "C", "C", "C", "C", "C", "C", "C", "H", "H", "H", "H", "H", "H", "H", "H", "H", "H", "H", "H", "H", "H", "H", "H"],
  "positions_angstrom": [[3.117, 2.593, 1.900], [-3.496, -1.587, -1.271], [1.976, 0.708, 1.480], [-2.696, 1.421, 0.719], [-1.541, -0.474, -0.902], [-1.396, 1.644, 0.244], [4.290, 0.785, 0.806], [-2.927, -0.533, -0.604], [-0.840, 0.685, -0.591], [0.073, -2.201, -2.096], [-2.456, -2.304, -1.852], [3.115, 1.452, 1.493], [-1.283, -1.667, -1.663], [4.676, -0.543, 1.451], [-3.474, 0.348, 0.320], [0.832, -1.679, -1.524], [1.209, 1.156, 1.951], [0.194, -2.072, -3.171], [-3.128, 2.221, 1.309], [5.185, 1.391, 0.696], [-4.432, 0.207, 0.805], [5.118, -1.193, 0.693], [-2.600, -3.271, -2.304], [-0.790, 2.460, 0.601], [0.147, 0.818, -1.011], [-4.372, -2.014, -1.023], [3.854, -1.059, 1.911], [4.082, 0.720, -0.270], [5.457, -0.424, 2.202], [1.861, -0.226, 1.138], [0.037, -3.278, -1.950]],
  "e_above_lowest_kj_mol": 59.6,
  "e_homo_ev": -7.991,
  "total_energy_ha": -651.62087
}

{
  "formula": "C12H16N2O3S2",
  "method": "ωB97M-V/def2-TZVPD",
  "species": ["S", "S", "O", "O", "O", "N", "N", "C", "C", "C", "C", "C", "C", "C", "C", "C", "C", "C", "C", "H", "H", "H", "H", "H", "H", "H", "H", "H", "H", "H", "H", "H", "H", "H", "H"],
  "positions_angstrom": [[-0.150, 2.831, 0.544], [2.717, 3.605, 0.903], [-2.757, 1.566, 0.071], [2.149, -1.836, 1.438], [-2.030, -0.528, -0.340], [1.792, 1.136, 0.449], [0.628, -0.953, -0.023], [-0.491, 1.147, 0.234], [0.746, -3.335, 0.184], [3.462, 0.419, -1.159], [-5.004, 2.357, -0.043], [-0.618, -3.605, 0.824], [-1.814, 0.637, -0.034], [3.153, 0.647, 0.291], [4.426, 1.048, -1.804], [0.668, 0.402, 0.236], [-4.098, 1.151, -0.194], [1.565, 2.477, 0.638], [1.276, -1.989, 0.619], [-4.932, 2.755, 0.966], [3.816, 1.409, 0.706], [-4.145, 0.738, -1.208], [-0.284, -1.200, -0.421], [-1.357, -2.872, 0.506], [1.460, -4.095, 0.504], [-0.969, -4.593, 0.537], [5.052, 1.774, -1.312], [-6.032, 2.068, -0.240], [-4.367, 0.356, 0.510], [3.259, -0.279, 0.861], [-4.711, 3.135, -0.743], [-0.537, -3.570, 1.908], [2.833, -0.303, -1.663], [4.633, 0.860, -2.843], [0.659, -3.361, -0.904]],
  "e_above_lowest_kj_mol": 0.0,
  "e_homo_ev": -7.895,
  "total_energy_ha": -1598.49466
}

{
  "formula": "C12H16N2O5S2",
  "method": "ωB97M-V/def2-TZVPD",
  "species": ["S", "S", "O", "O", "O", "O", "O", "N", "N", "C", "C", "C", "C", "C", "C", "C", "C", "C", "C", "C", "C", "H", "H", "H", "H", "H", "H", "H", "H", "H", "H", "H", "H", "H", "H", "H", "H"],
  "positions_angstrom": [[-2.048, -0.560, 1.086], [-1.419, 2.455, 1.293], [0.452, -4.244, -2.171], [-0.566, -3.353, -0.232], [-0.050, -1.290, -2.160], [-0.823, 3.422, 2.174], [-2.856, 2.641, 1.009], [-0.874, 2.732, -0.225], [0.513, 0.466, -1.052], [-1.279, 2.248, -1.489], [1.433, -1.507, -0.400], [-0.153, 1.313, -2.119], [1.195, 1.244, -0.233], [0.536, -0.808, -1.354], [-0.550, -1.064, 2.871], [0.660, 2.773, -0.006], [0.465, -3.448, -1.223], [-0.381, 0.350, 2.867], [-1.157, -1.761, 2.130], [1.714, -2.792, -1.077], [-1.400, 0.837, 1.857], [-1.292, -3.823, -0.696], [0.249, 1.982, -2.637], [-2.267, 1.486, -1.127], [1.014, 3.455, -0.852], [-1.846, 2.901, -1.852], [2.368, -3.486, -0.168], [-1.319, -2.738, 2.000], [0.966, 3.279, 0.734], [0.033, 1.136, 3.445], [2.381, 1.490, -0.585], [-0.696, 0.689, -2.764], [1.211, 0.984, 0.557], [2.436, -0.992, -0.055], [0.895, -1.506, 0.561], [-0.199, -1.646, 3.710], [2.652, -2.865, -1.813]],
  "e_above_lowest_kj_mol": 1215.1,
  "e_homo_ev": -9.262,
  "total_energy_ha": -1748.50297
}

{
  "formula": "C12H16N2OS2",
  "method": "ωB97M-V/def2-TZVPD",
  "species": ["S", "S", "O", "N", "N", "C", "C", "C", "C", "C", "C", "C", "C", "C", "C", "C", "C", "H", "H", "H", "H", "H", "H", "H", "H", "H", "H", "H", "H", "H", "H", "H", "H"],
  "positions_angstrom": [[0.991, 2.794, -0.889], [2.551, 1.020, 1.205], [2.680, 0.200, 2.447], [-0.941, 0.993, -1.005], [-0.008, -3.145, 0.236], [0.909, -3.483, -0.674], [-0.117, 0.765, 2.043], [2.289, 2.655, 2.042], [0.011, -1.888, 0.714], [1.694, -1.206, -0.878], [1.761, -2.542, -1.274], [0.849, -0.861, 0.219], [-0.142, 2.206, 2.514], [0.781, 0.573, 0.764], [0.201, 1.450, -0.339], [1.190, 2.652, 3.107], [-1.494, 1.647, -2.196], [3.234, 2.892, 2.567], [2.026, 3.406, 1.308], [2.367, -2.877, -2.124], [-1.128, 0.505, 1.765], [0.950, -4.482, -1.032], [-0.949, 2.329, 3.233], [-0.387, 2.874, 1.673], [1.047, 3.642, 3.449], [-0.710, 2.055, -2.843], [2.368, -0.500, -1.385], [-2.018, 0.867, -2.781], [-0.640, -1.670, 1.578], [1.485, 2.024, 3.908], [-1.283, 0.071, -0.795], [-2.219, 2.439, -1.938], [0.114, 0.061, 2.844]],
  "e_above_lowest_kj_mol": 0.0,
  "e_homo_ev": -8.661,
  "total_energy_ha": -1447.94740
}

{
  "formula": "C12H16N4O3S",
  "method": "ωB97M-V/def2-TZVPD",
  "species": ["S", "O", "O", "O", "N", "N", "N", "N", "C", "C", "C", "C", "C", "C", "C", "C", "C", "C", "C", "C", "H", "H", "H", "H", "H", "H", "H", "H", "H", "H", "H", "H", "H", "H", "H", "H"],
  "positions_angstrom": [[-0.926, -0.688, 1.494], [-1.294, -1.983, 1.973], [-0.680, 0.332, 2.466], [-0.882, -2.238, -0.929], [-2.825, 2.802, -1.187], [-2.254, -0.206, 0.528], [-3.262, 1.703, -0.532], [-1.082, 1.582, -0.497], [-1.526, 2.689, -1.135], [1.505, 0.048, 0.539], [0.272, -1.546, -0.808], [3.365, 2.394, -0.213], [4.452, 0.598, 1.181], [-2.190, 0.979, -0.125], [3.771, 0.920, -0.151], [0.398, -0.735, 0.317], [2.451, -0.775, -1.480], [2.562, 0.045, -0.364], [-1.029, -3.115, -2.024], [1.333, -1.560, -1.710], [-1.012, -2.574, -2.976], [4.724, -0.454, 1.224], [5.355, 1.194, 1.292], [-0.861, 3.409, -1.564], [-2.002, -3.586, -1.893], [-0.253, -3.886, -2.027], [3.790, 0.816, 2.014], [-3.154, -0.567, 0.793], [4.239, 3.030, -0.097], [2.656, 2.628, 0.577], [1.294, -2.171, -2.598], [4.484, 0.723, -0.958], [1.506, 0.663, 1.424], [3.256, -0.800, -2.201], [2.895, 2.616, -1.168], [-4.247, 1.530, -0.420]],
  "e_above_lowest_kj_mol": 151.3,
  "e_homo_ev": -8.773,
  "total_energy_ha": -1309.77769
}

{
  "formula": "C12H16NS",
  "method": "ωB97M-V/def2-TZVPD",
  "species": ["S", "N", "C", "C", "C", "C", "C", "C", "C", "C", "C", "C", "C", "C", "H", "H", "H", "H", "H", "H", "H", "H", "H", "H", "H", "H", "H", "H", "H", "H"],
  "positions_angstrom": [[-0.122, -0.104, -2.251], [-0.115, 2.684, -0.195], [1.778, -0.234, 2.269], [-0.777, 1.480, 0.212], [0.349, -1.944, 1.381], [-0.352, -0.885, 0.561], [-0.069, 0.492, 0.876], [1.199, 0.760, 1.567], [1.094, 1.241, -1.776], [0.446, 2.578, -1.507], [1.377, -1.572, 2.155], [-2.251, -2.686, -0.065], [-0.354, -1.265, -0.967], [-1.632, -1.334, -0.238], [-0.045, -2.936, 1.381], [-1.722, 1.336, -0.224], [-2.867, -3.113, -0.997], [1.910, 0.863, -1.052], [-2.389, -0.573, -0.482], [2.497, -0.019, 2.930], [1.960, -2.199, 2.754], [0.952, 3.534, -1.766], [0.031, -2.269, -1.306], [-0.508, 3.547, -0.006], [1.604, 1.808, 1.808], [1.579, 1.315, -2.650], [-1.385, -3.395, -0.041], [-0.307, 2.668, -2.405], [0.677, 2.759, 0.467], [-2.846, -2.745, 0.835]],
  "spin_multiplicity": 3,
  "s_squared": 2.02,
  "e_above_lowest_kj_mol": 57.8,
  "charge": 1,
  "e_homo_ev": [-9.367, -12.137],
  "total_energy_ha": -919.32212
}

What did the sixth record say?
{
  "formula": "C12H16N4O3S",
  "method": "ωB97M-V/def2-TZVPD",
  "species": ["S", "O", "O", "O", "N", "N", "N", "N", "C", "C", "C", "C", "C", "C", "C", "C", "C", "C", "C", "C", "H", "H", "H", "H", "H", "H", "H", "H", "H", "H", "H", "H", "H", "H", "H", "H"],
  "positions_angstrom": [[-0.926, -0.688, 1.494], [-1.294, -1.983, 1.973], [-0.680, 0.332, 2.466], [-0.882, -2.238, -0.929], [-2.825, 2.802, -1.187], [-2.254, -0.206, 0.528], [-3.262, 1.703, -0.532], [-1.082, 1.582, -0.497], [-1.526, 2.689, -1.135], [1.505, 0.048, 0.539], [0.272, -1.546, -0.808], [3.365, 2.394, -0.213], [4.452, 0.598, 1.181], [-2.190, 0.979, -0.125], [3.771, 0.920, -0.151], [0.398, -0.735, 0.317], [2.451, -0.775, -1.480], [2.562, 0.045, -0.364], [-1.029, -3.115, -2.024], [1.333, -1.560, -1.710], [-1.012, -2.574, -2.976], [4.724, -0.454, 1.224], [5.355, 1.194, 1.292], [-0.861, 3.409, -1.564], [-2.002, -3.586, -1.893], [-0.253, -3.886, -2.027], [3.790, 0.816, 2.014], [-3.154, -0.567, 0.793], [4.239, 3.030, -0.097], [2.656, 2.628, 0.577], [1.294, -2.171, -2.598], [4.484, 0.723, -0.958], [1.506, 0.663, 1.424], [3.256, -0.800, -2.201], [2.895, 2.616, -1.168], [-4.247, 1.530, -0.420]],
  "e_above_lowest_kj_mol": 151.3,
  "e_homo_ev": -8.773,
  "total_energy_ha": -1309.77769
}

Repeat the fourth record exactly.
{
  "formula": "C12H16N2O5S2",
  "method": "ωB97M-V/def2-TZVPD",
  "species": ["S", "S", "O", "O", "O", "O", "O", "N", "N", "C", "C", "C", "C", "C", "C", "C", "C", "C", "C", "C", "C", "H", "H", "H", "H", "H", "H", "H", "H", "H", "H", "H", "H", "H", "H", "H", "H"],
  "positions_angstrom": [[-2.048, -0.560, 1.086], [-1.419, 2.455, 1.293], [0.452, -4.244, -2.171], [-0.566, -3.353, -0.232], [-0.050, -1.290, -2.160], [-0.823, 3.422, 2.174], [-2.856, 2.641, 1.009], [-0.874, 2.732, -0.225], [0.513, 0.466, -1.052], [-1.279, 2.248, -1.489], [1.433, -1.507, -0.400], [-0.153, 1.313, -2.119], [1.195, 1.244, -0.233], [0.536, -0.808, -1.354], [-0.550, -1.064, 2.871], [0.660, 2.773, -0.006], [0.465, -3.448, -1.223], [-0.381, 0.350, 2.867], [-1.157, -1.761, 2.130], [1.714, -2.792, -1.077], [-1.400, 0.837, 1.857], [-1.292, -3.823, -0.696], [0.249, 1.982, -2.637], [-2.267, 1.486, -1.127], [1.014, 3.455, -0.852], [-1.846, 2.901, -1.852], [2.368, -3.486, -0.168], [-1.319, -2.738, 2.000], [0.966, 3.279, 0.734], [0.033, 1.136, 3.445], [2.381, 1.490, -0.585], [-0.696, 0.689, -2.764], [1.211, 0.984, 0.557], [2.436, -0.992, -0.055], [0.895, -1.506, 0.561], [-0.199, -1.646, 3.710], [2.652, -2.865, -1.813]],
  "e_above_lowest_kj_mol": 1215.1,
  "e_homo_ev": -9.262,
  "total_energy_ha": -1748.50297
}